(1)
Below is a structure of composition C19H18Br4FeNO2S, with properties calculated with ωB97M-V/def2-TZVPD.

Each line ends with the Mulliken spin population.
Geometry (Å):
Fe1 -0.541 -0.466 0.091  0.018
C1 0.501 -2.752 -2.196  0.005
C2 -0.558 -2.188 -1.292  -0.003
C3 -1.406 -1.144 -1.769  -0.010
C4 -1.125 -0.521 -3.112  0.000
C5 -2.429 -0.654 -0.939  0.000
C6 -3.340 0.446 -1.410  0.002
C7 -2.578 -1.147 0.397  0.004
C8 -3.600 -0.507 1.300  -0.006
C9 -1.714 -2.144 0.865  0.021
C10 -1.826 -2.666 2.271  -0.003
C11 -0.657 -2.629 0.037  -0.011
C12 0.381 -3.553 0.616  0.003
H1 1.417 -2.159 -2.145  0.000
H2 0.157 -2.751 -3.228  0.000
H3 0.736 -3.777 -1.923  0.000
H4 -1.664 -1.036 -3.911  0.000
H5 -0.061 -0.557 -3.333  0.000
H6 -1.411 0.527 -3.122  0.001
H7 -2.985 1.415 -1.049  0.001
H8 -4.348 0.290 -1.032  -0.001
H9 -3.394 0.482 -2.493  0.000
H10 -4.588 -0.952 1.159  0.001
H11 -3.679 0.558 1.094  0.002
H12 -3.329 -0.612 2.347  0.001
H13 -1.177 -2.099 2.942  -0.001
H14 -1.521 -3.709 2.313  0.000
H15 -2.847 -2.603 2.636  -0.001
H16 0.073 -4.600 0.548  0.000
H17 0.560 -3.316 1.663  0.001
H18 1.330 -3.440 0.099  -0.001
Br1 0.499 5.433 3.380  0.015
C13 0.434 3.621 2.902  0.081
C14 1.086 2.644 3.730  0.077
Br2 1.992 3.198 5.277  0.015
C15 1.051 1.313 3.405  -0.002
Br3 1.849 -0.032 4.438  0.003
C16 0.377 0.888 2.230  0.165
O1 0.274 -0.324 1.868  0.235
C17 -0.278 1.874 1.393  0.163
O2 -0.890 1.434 0.372  0.236
C18 -0.237 3.242 1.768  -0.012
Br4 -1.137 4.440 0.642  0.003
S1 3.590 0.535 -1.931  -0.001
C19 2.187 0.206 -1.191  -0.003
N1 1.167 -0.064 -0.688  0.003

Atomic forces in eV per Å
Fe 0.167 -0.305 0.060
C -0.012 -0.007 0.002
C 0.022 -0.012 0.032
C -0.016 0.046 0.037
C -0.017 -0.003 0.005
C 0.043 -0.024 -0.015
C 0.004 0.001 -0.006
C -0.092 0.180 -0.100
C 0.011 -0.005 0.001
C 0.051 -0.024 0.068
C 0.006 0.005 0.000
C -0.012 -0.017 -0.049
C 0.005 0.018 -0.001
H -0.006 -0.001 -0.003
H -0.001 0.003 -0.007
H 0.002 0.001 -0.009
H 0.003 -0.001 -0.007
H 0.005 -0.006 0.005
H -0.009 -0.001 -0.005
H 0.000 0.003 0.000
H 0.004 0.008 -0.002
H 0.000 -0.005 -0.007
H 0.002 0.000 0.001
H 0.003 -0.006 0.002
H 0.008 -0.006 0.013
H 0.000 0.001 -0.002
H -0.011 0.006 0.002
H -0.012 0.002 0.007
H -0.003 0.004 0.000
H 0.004 -0.003 -0.005
H 0.001 -0.005 0.005
Br -0.001 -0.005 0.000
C 0.005 -0.007 0.005
C -0.005 0.012 -0.005
Br -0.002 -0.001 -0.004
C 0.002 -0.002 0.007
Br 0.001 -0.002 0.002
C -0.006 0.050 -0.013
O -0.038 -0.039 -0.026
C 0.025 -0.026 0.023
O -0.067 -0.018 -0.035
C 0.001 0.013 0.002
Br 0.001 0.000 0.000
S 0.011 -0.007 0.005
C -0.015 -0.045 -0.078
N -0.062 0.229 0.092

Results
- ⟨S²⟩ = 0.769
- multiplicity = 2
- HOMO (spin up / spin down) (eV) = -7.61 / -7.60



(2)
Below is a structure of composition C19H18BrClN8Pd, with properties calculated with ωB97M-V/def2-TZVPD.

Each line ends with the Mulliken charge.
Geometry (Å):
Pd1 0.247 0.333 0.686  0.640
N1 -0.443 -3.129 0.784  -0.295
C1 -1.620 -2.487 0.640  0.418
N2 -2.703 -3.215 0.456  -0.682
C2 -3.848 -2.535 0.329  0.447
N3 -4.968 -3.214 0.139  -0.304
N4 -3.940 -1.182 0.391  -0.639
C3 -2.803 -0.559 0.553  -0.193
N5 -1.603 -1.134 0.670  0.080
C4 -2.838 0.927 0.624  0.679
C5 -4.047 1.610 0.626  -0.539
C6 -4.034 2.991 0.728  -0.490
C7 -2.815 3.647 0.826  -0.871
C8 -1.656 2.892 0.807  -0.349
N6 -1.666 1.562 0.703  0.326
H1 -0.475 -4.132 0.863  0.270
H2 0.331 -2.641 1.198  0.135
H3 -4.944 -4.219 0.102  0.257
H4 -5.843 -2.725 0.056  0.250
H5 -4.966 1.048 0.555  0.552
H6 -4.961 3.548 0.735  0.458
H7 -2.756 4.722 0.917  0.436
H8 -0.683 3.365 0.877  0.508
C9 5.839 0.254 -0.113  -1.369
C10 4.641 0.275 0.785  0.324
C11 4.754 0.319 2.173  -0.251
C12 3.626 0.346 2.984  -0.703
C13 2.415 0.321 2.339  0.577
Br1 0.696 0.375 3.183  -0.043
N7 2.269 0.272 1.020  -0.035
C14 3.356 0.254 0.248  -0.503
H9 6.759 0.258 0.465  0.377
H10 5.845 1.127 -0.767  0.355
H11 5.836 -0.636 -0.742  0.352
H12 5.735 0.336 2.630  0.422
H13 3.691 0.385 4.061  0.468
H14 3.192 0.225 -0.822  0.617
Cl1 1.359 -2.558 -3.852  -0.156
C15 0.811 -1.069 -3.214  -0.154
C16 0.423 -0.022 -4.042  -0.119
C17 -0.012 1.153 -3.456  -0.836
C18 -0.052 1.261 -2.079  -0.212
N8 0.328 0.245 -1.294  0.218
C19 0.750 -0.904 -1.840  -0.313
H15 0.461 -0.135 -5.117  0.484
H16 -0.322 1.993 -4.061  0.440
H17 -0.388 2.160 -1.584  0.446
H18 1.022 -1.708 -1.170  0.522

Atomic forces in eV per Å
Pd -0.090 0.306 0.236
N 0.135 -0.052 -0.093
C -0.191 0.155 -0.030
N -0.013 -0.153 0.006
C 0.184 0.115 0.022
N -0.062 -0.047 -0.017
N -0.109 0.096 -0.026
C 0.000 -0.298 -0.054
N 0.040 0.013 0.079
C -0.221 0.183 0.007
C 0.093 -0.053 0.008
C 0.075 0.028 0.002
C -0.025 -0.071 -0.008
C 0.069 0.133 0.010
N 0.128 -0.271 -0.068
H 0.002 -0.012 0.040
H -0.020 -0.019 0.036
H 0.001 0.002 0.001
H 0.000 -0.001 0.003
H -0.012 -0.018 -0.001
H -0.007 0.006 0.004
H -0.004 0.017 -0.001
H -0.028 -0.002 0.005
C 0.062 -0.002 -0.055
C -0.117 0.004 0.098
C -0.034 -0.005 -0.085
C -0.139 -0.002 0.017
C 0.172 0.005 0.001
Br 0.054 0.008 -0.095
N -0.060 -0.033 0.018
C 0.115 -0.017 0.012
H 0.006 0.000 -0.009
H 0.009 -0.005 -0.010
H 0.007 0.006 -0.010
H 0.003 0.000 0.007
H -0.006 0.003 0.011
H -0.007 -0.002 -0.005
Cl 0.005 -0.019 -0.002
C -0.036 0.103 0.071
C 0.027 -0.088 0.071
C -0.018 0.056 0.038
C 0.024 0.049 0.038
N 0.016 -0.061 -0.147
C -0.029 -0.043 -0.082
H 0.006 -0.004 -0.009
H -0.005 0.003 -0.007
H 0.003 0.005 -0.022
H -0.002 -0.020 -0.003

Results
- energy above the lowest of the compared OMol25 structures with the same formula, charge and spin (eV) = 0.7241
- total charge = +2
- HOMO (eV) = -14.84



(3)
Below is the molecule C19H18Cl2F3NO4S, with properties calculated with ωB97M-V/def2-TZVPD.

Each line ends with the Mulliken charge.
Geometry (Å):
O1 -1.221 3.450 -1.462  -0.710
O2 -0.360 1.785 -2.884  -0.616
F1 0.526 1.822 7.930  -0.292
F2 -3.194 1.088 -0.317  -0.261
F3 -3.598 1.788 -2.344  -0.249
Cl1 3.177 4.984 5.226  -0.221
Cl2 2.187 -1.588 1.376  -0.231
O3 1.707 0.510 3.560  -0.441
O4 -1.999 -4.051 -3.628  -0.378
C1 1.897 3.144 6.679  -0.502
C2 1.017 1.167 5.696  -0.489
C3 2.593 2.503 4.408  -0.299
C4 0.321 1.980 2.161  -0.106
C5 -0.120 2.381 0.910  -1.162
C6 1.177 1.958 6.824  0.167
C7 2.597 3.376 5.467  0.426
C8 1.265 -0.101 1.158  -0.058
C9 1.719 1.430 4.566  0.107
C10 1.072 0.717 2.348  0.402
C11 0.663 0.209 -0.119  0.229
C12 -0.056 1.408 -0.110  0.412
N1 -0.495 -1.262 -1.744  0.120
C13 0.786 -0.723 -1.308  -1.278
C14 -1.547 -3.753 -4.951  -0.712
C15 -1.995 -3.025 -2.691  -0.747
C16 -0.114 -3.164 -4.999  -0.668
C17 0.017 -2.105 -3.882  -0.697
C18 -0.567 -2.517 -2.468  0.063
C19 -2.682 1.175 -1.601  0.868
S1 -1.067 2.017 -1.658  1.259
H1 2.017 3.993 7.426  0.336
H2 0.452 0.250 5.629  0.487
H3 3.263 2.831 3.609  0.431
H4 0.131 2.615 2.999  0.456
H5 -0.766 3.223 0.870  0.435
H6 -1.083 -1.358 -0.899  0.306
H7 1.397 -1.607 -1.035  0.452
H8 1.185 -0.229 -2.141  0.421
H9 -1.629 -4.654 -5.546  0.323
H10 -2.274 -3.147 -5.309  0.426
H11 -2.718 -2.257 -2.957  0.310
H12 -2.323 -3.508 -1.730  0.336
H13 0.693 -3.862 -4.949  0.397
H14 0.087 -2.600 -5.961  0.340
H15 1.087 -1.836 -3.793  0.376
H16 -0.659 -1.369 -4.244  0.255
H17 0.053 -3.295 -2.056  0.229
H18 -2.622 0.207 -2.057  -0.252

Atomic forces in eV per Å
O -1.169 -1.015 0.957
O -0.422 -1.785 -0.218
F -1.146 -1.081 1.644
F 1.040 0.216 -0.942
F -0.040 1.249 -0.237
Cl 0.599 0.127 0.035
Cl -0.285 0.663 -0.019
O -0.794 -2.122 -2.025
O 0.430 -1.469 -0.202
C 1.347 1.170 -0.164
C -0.507 -1.209 0.717
C 0.156 0.886 0.706
C 1.654 -2.160 -0.426
C -0.359 -2.922 0.941
C 1.119 2.504 -2.064
C -1.438 0.234 1.361
C -0.303 0.434 1.370
C 1.709 0.890 -1.452
C -0.626 2.780 -1.770
C -0.014 0.333 1.949
C -1.156 1.078 -2.167
N -2.722 0.331 2.157
C -0.265 -1.907 0.906
C 2.357 -1.334 1.250
C 0.558 -0.583 1.537
C -0.577 1.281 -0.321
C 0.067 -2.075 0.259
C 1.028 1.663 -2.736
C -1.646 -1.001 0.587
S 3.219 2.793 0.895
H -0.613 -1.650 -0.670
H -0.309 0.005 0.538
H -0.701 -0.918 -0.381
H 0.128 0.204 0.461
H -0.127 0.692 -0.550
H 0.374 0.008 -0.436
H 0.318 0.801 -0.019
H 0.985 0.906 -0.999
H 0.118 -0.447 0.228
H -1.899 2.634 -1.634
H 0.045 0.553 -0.082
H -0.047 0.482 -0.816
H 0.176 -1.050 0.212
H -0.547 -0.711 0.783
H -0.754 0.433 -0.073
H 0.013 1.579 0.124
H 0.248 -0.625 0.469
H 0.778 -0.867 0.315

Results
- energy above the lowest of the compared OMol25 structures with the same formula, charge and spin (eV) = 0.0000
- HOMO (eV) = -9.34



Number 1: total energy -12898.0289 a.u.. Number 2: total energy -4334.5444 a.u.. Number 3: total energy -2708.5507 a.u..